[1]
Computed, not measured: C37H57N4OPTeTi as an isolated structure, with ωB97M-V with the def2-TZVPD basis set.

```
102
C37H57N4OPTeTi | OMol25 | ωB97M-V with the def2-TZVPD basis set
Ti 0.040 0.068 -0.560
C -0.481 2.250 -0.337
C 0.914 2.324 -0.656
C 1.597 1.571 0.373
C 0.593 1.181 1.326
C -0.671 1.654 0.942
C -1.964 1.637 1.724
C -3.019 0.851 0.936
C -2.405 3.101 1.893
C -1.763 0.996 3.097
C 3.061 1.334 0.778
C 4.093 1.287 -0.351
C 3.430 2.501 1.724
C 3.183 0.035 1.616
C 1.419 3.273 -1.742
C 2.262 2.611 -2.833
C 2.236 4.370 -1.026
C 0.237 3.968 -2.429
H -1.259 2.745 -0.898
H 0.815 0.698 2.266
H -3.161 1.243 -0.076
H -3.987 0.903 1.436
H -2.746 -0.211 0.893
H -2.659 3.564 0.939
H -1.628 3.696 2.373
H -3.293 3.137 2.525
H -1.339 -0.010 3.011
H -2.724 0.917 3.604
H -1.109 1.601 3.727
H 4.173 2.227 -0.888
H 3.929 0.502 -1.103
H 5.071 1.085 0.084
H 3.417 3.463 1.220
H 4.437 2.336 2.110
H 2.749 2.548 2.575
H 2.566 -0.794 1.253
H 2.909 0.204 2.658
H 4.219 -0.298 1.619
H 3.035 1.945 -2.460
H 2.751 3.386 -3.423
H 1.613 2.059 -3.505
H 3.228 4.031 -0.739
H 1.722 4.754 -0.143
H 2.367 5.203 -1.717
H -0.454 3.258 -2.888
H 0.620 4.592 -3.236
H -0.309 4.621 -1.746
O 1.699 -0.973 -1.061
C 1.629 -2.435 -1.078
C 0.191 -2.801 -1.293
C -0.164 -3.972 -1.930
C -1.513 -4.260 -2.102
C -2.464 -3.364 -1.629
C -2.037 -2.207 -1.017
N -0.729 -1.920 -0.835
H 2.615 -0.658 -0.950
H 1.988 -2.795 -0.111
H 2.272 -2.811 -1.870
H 0.599 -4.647 -2.297
H -1.815 -5.164 -2.616
H -3.522 -3.550 -1.753
H -2.752 -1.474 -0.668
C -1.888 -3.944 5.577
N -0.352 -3.819 5.601
C 0.240 -5.154 5.104
N -0.273 -5.471 3.819
C -1.732 -5.563 3.854
N -2.333 -4.299 4.277
C -2.165 -3.236 3.291
P -0.374 -2.823 2.965
C 0.118 -2.666 4.761
C 0.209 -4.586 2.764
H -2.294 -2.987 5.905
H -2.139 -4.719 6.300
H -0.052 -3.668 6.567
H -0.052 -5.905 5.837
H 1.324 -5.043 5.099
H -2.024 -6.348 4.552
H -2.103 -5.829 2.865
H -2.692 -2.341 3.629
H -2.633 -3.551 2.356
H -0.298 -1.752 5.188
H 1.204 -2.612 4.848
H 1.300 -4.613 2.738
H -0.147 -4.968 1.804
C 0.434 0.680 -5.142
Te -0.667 -0.039 -3.440
C -2.169 1.367 -4.051
C -1.475 2.302 -5.014
C -2.101 3.479 -5.409
C -1.466 4.334 -6.297
C -0.203 4.024 -6.784
C 0.427 2.853 -6.391
C -0.214 1.986 -5.511
H 0.251 -0.118 -5.865
H 1.502 0.733 -4.946
H -2.589 1.874 -3.183
H -2.948 0.762 -4.518
H -3.085 3.728 -5.030
H -1.957 5.247 -6.605
H 0.291 4.693 -7.475
H 1.407 2.608 -6.781
```

Results
Kohn-Sham gap (alpha / beta): 0.18875 / 0.18873 Ha
Molar mass: 780.33 g/mol
HOMO (alpha / beta): -17.8 / -17.8 eV
Net charge: +4
ΔE to the lowest compared entry with this formula, charge and spin: 2.5090 eV
Total energy: -3195.792518 Ha

---

[2]
Computed, not measured: C37H58BCrN6O4S2Si as an isolated structure, with ωB97M-V with the def2-TZVPD basis set.

```
110
C37H58BCrN6O4S2Si | OMol25 | ωB97M-V with the def2-TZVPD basis set
Cr -0.777 -0.156 -1.003
C 2.093 -5.422 5.607
O 0.842 -5.855 6.062
C -0.222 -5.783 5.175
C -0.140 -5.316 3.869
C -1.260 -5.281 3.070
C -2.518 -5.721 3.538
C -2.574 -6.209 4.860
C -1.455 -6.226 5.657
N -3.618 -5.850 2.750
N -3.792 -5.172 1.672
C -3.320 -3.917 1.499
C -3.253 -2.979 2.545
C -2.805 -1.694 2.343
C -2.286 -1.296 1.104
O -1.770 -0.092 0.908
C -2.330 -2.218 0.036
N -1.759 -1.822 -1.143
C -1.868 -2.628 -2.192
C -2.492 -3.867 -2.140
C -3.015 -4.320 -0.940
C -2.934 -3.497 0.189
H 2.783 -5.580 6.437
H 2.089 -4.357 5.346
H 2.433 -6.000 4.740
H 0.795 -4.961 3.462
H -1.164 -4.933 2.051
H -3.523 -6.554 5.240
H -1.506 -6.582 6.676
H -3.593 -3.282 3.526
H -2.809 -0.976 3.154
H -1.417 -2.258 -3.106
H -2.548 -4.474 -3.032
H -3.484 -5.288 -0.853
C 0.026 0.527 -6.124
C 0.156 1.386 -4.861
C -0.379 2.790 -5.175
O -0.672 0.810 -3.855
B 0.078 0.336 -2.783
O 1.407 0.632 -3.010
C 1.591 1.362 -4.217
C 2.663 0.651 -5.048
C 2.119 2.751 -3.827
H -1.015 0.527 -6.442
H 0.302 -0.501 -5.908
H 0.643 0.915 -6.931
H -1.356 2.704 -5.648
H 0.288 3.318 -5.850
H -0.501 3.362 -4.261
H 2.391 -0.383 -5.231
H 3.589 0.654 -4.478
H 2.835 1.159 -5.995
H 1.390 3.278 -3.220
H 2.360 3.350 -4.702
H 3.022 2.618 -3.234
C 4.457 -3.153 -1.181
C 3.178 -3.807 -0.654
C 2.233 -2.797 -0.117
N 1.451 -2.044 -0.804
N 0.754 -1.157 -0.094
C 1.003 -1.208 1.203
N 0.490 -0.355 2.115
S 2.168 -2.452 1.619
H 5.163 -3.928 -1.473
H 4.914 -2.530 -0.416
H 4.230 -2.529 -2.038
H 3.443 -4.506 0.140
H 2.684 -4.350 -1.461
H -0.465 -0.028 1.814
H 0.547 -0.673 3.069
C 0.470 2.374 -0.332
Si 0.448 3.262 1.352
C -0.474 4.955 0.990
C -1.864 4.621 0.454
C -0.647 5.737 2.287
C 0.203 5.851 -0.050
C 2.316 3.430 1.897
C 2.421 3.832 3.366
C 3.112 4.438 1.068
C 2.962 2.057 1.733
H 1.191 2.803 -1.026
H -0.512 2.419 -0.803
H 0.740 1.325 -0.194
H -2.378 3.926 1.111
H -1.796 4.173 -0.534
H -2.465 5.529 0.367
H -1.210 5.148 3.007
H -1.182 6.672 2.110
H 0.316 5.982 2.727
H 0.473 5.290 -0.943
H 1.099 6.317 0.349
H -0.477 6.652 -0.350
H 1.939 4.790 3.543
H 3.467 3.923 3.667
H 1.943 3.087 3.995
H 2.791 5.458 1.269
H 3.009 4.238 0.004
H 4.173 4.377 1.322
H 2.413 1.311 2.302
H 3.993 2.079 2.090
H 2.972 1.745 0.691
C -3.346 2.221 -2.956
S -3.045 0.766 -1.893
C -4.067 1.326 -0.493
H -2.980 3.128 -2.484
H -4.414 2.297 -3.138
H -2.814 2.032 -3.878
H -5.115 1.244 -0.761
H -3.814 2.348 -0.236
H -3.840 0.673 0.341
```

Results
Kohn-Sham gap (alpha / beta): 0.14738 / 0.15333 Ha
Molar mass: 805.94 g/mol
Multiplicity: 5
HOMO (alpha / beta): -1.9 / -3.0 eV
Net charge: -1
ΔE to the lowest compared entry with this formula, charge and spin: 1.7772 eV
<S²>: 6.096
Total energy: -4229.371682 Ha

---

[3]
Computed, not measured: C37H59HfN10O9PS as an isolated structure, with ωB97M-V with the def2-TZVPD basis set.

```
118
C37H59HfN10O9PS | OMol25 | ωB97M-V with the def2-TZVPD basis set
Hf -1.716 0.640 -0.437
C -5.835 2.116 -1.062
O -6.470 1.340 -0.047
C -5.931 0.190 0.443
C -6.773 -0.553 1.249
C -6.374 -1.751 1.841
C -5.102 -2.217 1.608
C -4.221 -1.483 0.802
C -2.912 -2.063 0.551
N -1.975 -1.482 -0.104
N -0.794 -2.213 -0.364
C 0.125 -1.480 -0.932
O 0.037 -0.208 -1.223
C 1.384 -2.173 -1.336
C 2.434 -1.408 -1.835
C 3.608 -2.013 -2.260
C 3.736 -3.396 -2.193
C 2.695 -4.164 -1.680
C 1.523 -3.555 -1.254
C -4.611 -0.250 0.224
O -3.761 0.446 -0.501
H -6.532 2.929 -1.257
H -5.695 1.530 -1.972
H -4.881 2.520 -0.738
H -7.772 -0.164 1.407
H -7.063 -2.303 2.464
H -4.760 -3.147 2.048
H -2.724 -3.067 0.930
H 2.317 -0.333 -1.880
H 4.419 -1.407 -2.644
H 4.644 -3.873 -2.545
H 2.794 -5.240 -1.613
H 0.704 -4.140 -0.855
C -0.750 0.934 1.513
H -0.737 0.233 2.345
H 0.283 1.119 1.205
C 0.841 2.892 2.959
N -0.132 3.472 2.057
C 0.458 4.113 0.908
P -1.604 2.618 1.773
O -2.137 2.500 0.254
N -2.467 4.219 1.860
C -3.892 4.203 1.640
C -2.066 5.465 2.456
N -2.541 2.082 3.110
C -2.465 2.795 4.369
C -2.982 0.716 3.287
H 1.404 3.693 3.449
H 1.559 2.229 2.456
H 0.345 2.306 3.733
H 1.080 4.962 1.215
H -0.325 4.487 0.248
H 1.107 3.421 0.337
H -4.228 3.238 1.267
H -4.204 4.969 0.912
H -4.453 4.403 2.570
H -1.002 5.469 2.683
H -2.611 5.685 3.394
H -2.272 6.317 1.788
H -2.078 3.799 4.224
H -1.809 2.269 5.078
H -3.453 2.879 4.839
H -2.895 0.150 2.368
H -4.038 0.704 3.577
H -2.413 0.177 4.061
C -1.673 3.733 -3.846
C -0.203 3.949 -3.476
C 0.135 2.686 -2.695
O -1.119 2.219 -2.172
C -2.203 3.075 -2.591
H -1.758 3.060 -4.704
H -2.199 4.659 -4.075
H -0.109 4.829 -2.838
H 0.449 4.077 -4.339
H 0.825 2.858 -1.870
H 0.546 1.900 -3.333
H -2.406 3.796 -1.798
H -3.084 2.450 -2.733
C -1.295 -0.153 -6.103
N -1.099 -0.913 -4.873
C 0.055 -1.806 -4.785
C -1.726 -0.541 -3.772
N -2.267 -0.214 -2.805
H -0.420 0.466 -6.316
H -2.168 0.485 -6.000
H -1.454 -0.838 -6.935
H 0.979 -1.255 -4.975
H -0.047 -2.603 -5.522
H 0.107 -2.243 -3.791
C 7.390 -5.409 -0.417
C 6.030 -5.974 -0.013
S 5.367 -5.261 1.460
O 3.971 -5.630 1.542
O 6.252 -5.566 2.559
C 5.426 -3.518 1.164
C 4.696 -2.806 2.312
N 3.925 -1.659 1.830
C 2.570 -1.619 1.760
N 2.131 -0.486 1.233
C 3.235 0.241 0.940
C 4.350 -0.465 1.278
N 5.717 -0.084 1.113
O 6.576 -0.822 1.576
O 5.939 0.944 0.506
C 1.681 -2.727 2.214
H 7.831 -6.031 -1.195
H 8.073 -5.398 0.433
H 7.306 -4.395 -0.808
H 6.097 -7.033 0.245
H 5.266 -5.838 -0.779
H 4.899 -3.358 0.222
H 6.461 -3.201 1.084
H 5.396 -2.483 3.073
H 3.975 -3.480 2.764
H 3.196 1.225 0.499
H 1.560 -2.709 3.300
H 2.065 -3.708 1.926
H 0.707 -2.578 1.751
```

Results
Kohn-Sham gap: 0.23035 Ha
Molar mass: 1029.47 g/mol
HOMO: -6.6 eV
Net charge: 0
ΔE to the lowest compared entry with this formula, charge and spin: 2.1894 eV
Total energy: -3457.548788 Ha

---

[4]
Computed, not measured: a 10-piece molecular cluster, C37H59N11O overall, with ωB97M-V with the def2-TZVPD basis set.

```
108
C37H59N11O | OMol25 | ωB97M-V with the def2-TZVPD basis set
C -4.299 4.050 -0.874
C -3.472 5.103 -1.335
C -3.229 5.943 -0.282
N -3.918 5.447 0.796
C -4.647 4.364 0.416
H -4.638 3.204 -1.448
H -3.071 5.168 -2.334
H -2.734 6.889 -0.183
H -4.078 5.945 1.659
H -5.243 3.825 1.134
C -4.466 5.461 9.809
C -4.667 6.309 8.670
C -3.504 6.320 7.958
N -2.616 5.480 8.594
C -3.220 4.920 9.681
H -5.244 5.305 10.535
H -5.515 6.943 8.470
H -3.133 6.872 7.111
H -1.715 5.195 8.256
H -2.732 4.224 10.343
C -3.799 7.545 3.707
C -4.492 8.016 2.556
C -5.816 7.706 2.716
N -5.974 7.218 3.978
C -4.753 7.063 4.568
H -2.744 7.626 3.915
H -4.131 8.477 1.649
H -6.648 8.053 2.128
H -6.829 7.026 4.475
H -4.660 6.634 5.549
C -6.540 12.593 4.506
C -5.640 12.392 5.591
C -5.428 11.046 5.719
N -6.207 10.422 4.774
C -6.893 11.355 4.044
H -6.809 13.531 4.052
H -5.195 13.170 6.189
H -4.740 10.408 6.249
H -6.192 9.438 4.566
H -7.609 11.013 3.315
N -0.385 7.882 0.936
C 0.119 8.583 -0.132
N 1.467 8.846 -0.125
O -0.606 9.034 -1.000
H -1.380 7.795 0.852
H 0.148 7.259 1.511
H 1.742 9.619 -0.703
H 2.135 8.496 0.542
C -8.431 4.770 -1.258
C -7.678 6.097 -1.344
C -8.424 7.270 -0.733
C -8.802 7.094 0.657
N -9.019 6.932 1.771
H -7.833 3.941 -1.628
H -9.393 4.769 -1.776
H -8.666 4.580 -0.205
H -7.414 6.344 -2.372
H -6.737 5.941 -0.808
H -9.319 7.527 -1.312
H -7.834 8.185 -0.850
C -0.997 11.202 2.953
C -1.956 11.038 1.790
C -3.407 11.266 2.223
C -4.366 11.339 1.136
N -5.123 11.386 0.277
H 0.030 11.254 2.583
H -1.002 10.357 3.647
H -1.174 12.115 3.525
H -1.897 10.017 1.410
H -1.655 11.683 0.966
H -3.451 12.128 2.898
H -3.707 10.478 2.923
C -7.497 3.650 9.565
C -8.456 3.012 8.550
C -8.827 3.926 7.419
C -7.728 4.691 6.804
N -6.945 5.327 6.254
H -6.560 3.893 9.058
H -7.242 2.934 10.343
H -7.922 4.569 9.968
H -9.377 2.737 9.068
H -8.001 2.080 8.214
H -9.533 4.719 7.691
H -9.298 3.388 6.591
C -8.873 9.194 6.730
C -9.965 8.670 5.807
C -10.279 7.209 6.164
C -11.169 6.928 7.265
N -11.890 6.703 8.128
H -8.012 8.512 6.672
H -9.177 9.203 7.777
H -8.441 10.158 6.457
H -9.621 8.688 4.772
H -10.837 9.323 5.857
H -9.303 6.723 6.264
H -10.628 6.686 5.264
C 0.858 7.542 4.023
C 1.937 7.654 5.095
C 3.268 7.017 4.586
C 3.518 7.328 3.178
N 3.723 7.604 2.085
H 0.801 6.506 3.674
H 1.278 8.078 3.169
H -0.108 7.952 4.295
H 1.722 7.070 5.992
H 2.124 8.687 5.386
H 3.172 5.941 4.719
H 4.127 7.410 5.127
```

Results
Kohn-Sham gap: 0.30141 Ha
Molar mass: 673.96 g/mol
Structure (SMILES): c1cc[nH]c1.c1cc[nH]c1.c1cc[nH]c1.c1cc[nH]c1.NC(N)=O.CCCC#N.CCCC#N.CCCC#N.CCCC#N.CCCC#N
HOMO: -8.2 eV
Net charge: 0
ΔE to the lowest compared entry with this formula, charge and spin: 0.0000 eV
Total energy: -2122.773825 Ha